Entry 1:
Density functional theory data (ωB97M-V with the def2-TZVPD basis set) for C20H37ClN3OPSn as an isolated structure.

```
64
C20H37ClN3OPSn ωB97M-V with the def2-TZVPD basis set
C 0.240 0.884 -6.029
C 1.612 1.390 -5.986
C -0.004 -0.526 -6.331
C -0.880 1.827 -6.020
Cl 0.096 0.359 -2.508
H -0.018 -0.684 -7.423
H -0.973 -0.866 -5.937
H 0.780 -1.174 -5.914
H 1.952 1.651 -7.004
H 2.311 0.641 -5.587
H 1.694 2.296 -5.369
H -1.084 2.182 -7.045
H -0.665 2.710 -5.402
H -1.802 1.361 -5.643
C 1.786 -0.834 1.505
C 1.046 -1.923 0.966
C 1.458 -1.983 -0.400
H 0.429 -2.685 1.445
C 2.372 -0.878 -0.642
C 2.578 -0.192 0.554
H 3.123 0.679 0.913
H 1.925 -0.213 2.357
H 1.216 -2.786 -1.106
H 2.905 -0.602 -1.545
C -2.048 0.948 1.084
C -1.927 -0.429 1.445
C -2.162 -1.276 0.357
H -1.822 -1.091 2.321
C -2.440 -0.433 -0.738
C -2.343 0.958 -0.295
H -2.563 1.868 -0.868
H -1.917 1.842 1.720
H -2.170 -2.349 0.581
H -2.758 -0.832 -1.700
Sn -0.010 0.033 0.108
C -2.785 -1.030 4.513
N -1.817 -0.116 3.943
C -2.140 1.294 4.277
P -0.102 -0.426 3.790
O 0.155 0.704 2.717
N 0.326 0.283 5.202
C 0.947 1.599 5.149
C -0.032 -0.458 6.389
N 1.414 -1.459 3.742
C 2.663 -0.999 4.477
C 1.334 -2.902 3.919
H -3.860 -0.707 4.312
H -2.608 -1.139 5.627
H -2.669 -2.019 4.010
H -1.393 1.934 3.790
H -2.069 1.436 5.393
H -3.134 1.632 3.872
H 0.186 2.322 5.504
H 1.875 1.496 5.740
H 1.189 1.834 4.077
H -0.916 0.040 6.828
H -0.309 -1.511 6.106
H 0.889 -0.464 6.989
H 2.500 -1.063 5.613
H 3.597 -1.603 4.190
H 2.918 0.067 4.227
H 1.241 -3.145 5.018
H 0.449 -3.222 3.370
H 2.214 -3.453 3.478
```

Results
* HOMO (alpha / beta): -0.465 / -0.467 Ha
* net charge: +2
* E: -2038.67618 Eh
* HOMO-LUMO gap (alpha / beta): 4.226 / 4.514 eV
* multiplicity: 1

Entry 2:
Density functional theory data (ωB97M-V with the def2-TZVPD basis set) for a 2-piece molecular cluster, C5H10N2O overall.

```
18
C5H10N2O ωB97M-V with the def2-TZVPD basis set
C 0.327 0.896 -0.481
C 0.780 -0.600 0.215
C -0.449 -1.523 0.585
C -1.419 -0.704 -0.377
C -1.114 0.849 0.070
H 0.575 2.750 0.158
H 2.142 2.188 0.141
H 0.590 0.638 -1.498
H 1.467 -0.447 1.002
H 3.051 -1.195 -0.126
H -0.413 -2.589 0.200
H -0.737 -1.463 1.531
H -0.812 -0.933 -1.259
H -2.906 0.083 0.107
H -1.618 1.007 1.070
N 1.108 1.876 0.149
N -2.345 0.309 -0.685
O 1.773 -1.142 -0.802
```

Results
* HOMO: -0.289 Ha
* energy relative to the best compared isomer or geometry (same formula, charge and spin): 226.1 kcal/mol
* E: -380.92513 Eh
* HOMO-LUMO gap: 7.640 eV
* multiplicity: 1

Entry 3:
Density functional theory data (ωB97M-V with the def2-TZVPD basis set) for a single C6H9N3O2 molecule.

```
20
C6H9N3O2 ωB97M-V with the def2-TZVPD basis set
C -3.075 1.725 -0.470
C -2.242 0.450 -0.196
C -1.051 1.057 0.567
C -0.055 -0.001 0.993
C -0.208 -1.385 1.223
N 1.005 -1.865 1.705
C 1.850 -0.715 1.794
N 3.216 -0.745 2.219
O 3.609 -1.743 2.828
O 3.954 0.210 1.837
N 1.166 0.403 1.509
H -4.190 1.484 -0.506
H -2.728 2.228 -1.344
H -2.789 2.451 0.221
H -1.970 0.070 -1.136
H -2.832 -0.332 0.390
H -1.356 1.538 1.584
H -0.550 1.704 0.031
H -1.137 -1.996 1.040
H 1.283 -2.782 2.063
```

Results
* structure (SMILES): CCCc1c[nH]c([N+](=O)[O-])n1
* HOMO: -0.341 Ha
* energy relative to the best compared isomer or geometry (same formula, charge and spin): 118.8 kcal/mol
* E: -548.63213 Eh
* HOMO-LUMO gap: 8.473 eV
* multiplicity: 1

Entry 4:
Density functional theory data (ωB97M-V with the def2-TZVPD basis set) for a 2-piece molecular cluster, C2H5NO3S overall.

```
12
C2H5NO3S ωB97M-V with the def2-TZVPD basis set
N 3.883 -0.625 0.383
C 2.540 -0.886 -0.045
C 1.653 0.362 -0.203
O 2.086 1.454 -0.001
O 0.331 0.140 -0.523
H 3.843 -0.042 1.226
H 4.362 -0.063 -0.324
H 2.607 -1.420 -1.009
H 2.063 -1.580 0.697
H 0.188 -0.842 -0.497
O -4.202 -0.712 -0.120
S -3.195 0.276 0.242
```

Results
* structure (SMILES): NCC(=O)O.O=S
* HOMO: -0.317 Ha
* energy relative to the best compared isomer or geometry (same formula, charge and spin): 73.2 kcal/mol
* E: -757.78424 Eh
* HOMO-LUMO gap: 6.433 eV
* multiplicity: 1

Entry 5:
Density functional theory data (ωB97M-V with the def2-TZVPD basis set) for C2H5N5O3P as an isolated structure.

```
16
C2H5N5O3P ωB97M-V with the def2-TZVPD basis set
C 0.473 2.179 0.161
C 0.800 -2.674 -0.381
N 0.148 3.374 0.461
N -1.188 3.464 0.232
N -1.594 2.420 -0.348
N -0.546 1.526 -0.415
N -0.403 0.382 -1.011
O 1.028 -0.653 1.613
O -1.513 -0.473 1.659
O -0.403 -2.238 0.194
P -0.300 -0.819 1.015
H 1.491 1.758 0.059
H 0.726 -2.543 -1.564
H 0.965 -3.623 -0.150
H 1.640 -2.186 -0.096
H -1.323 0.106 -1.429
```

Results
* HOMO: -0.161 Ha
* energy relative to the best compared isomer or geometry (same formula, charge and spin): 18.0 kcal/mol
* net charge: -1
* E: -920.10388 Eh
* HOMO-LUMO gap: 8.021 eV
* multiplicity: 1

Entry 6:
Density functional theory data (ωB97M-V with the def2-TZVPD basis set) for a single C9H8N2 molecule.

```
19
C9H8N2 ωB97M-V with the def2-TZVPD basis set
N 2.280 1.978 0.084
C 1.632 0.628 -0.177
N 2.322 -0.324 -0.213
C 2.079 -1.637 -0.029
C 0.796 -2.072 0.020
C -0.314 -0.976 -0.225
C -1.759 -1.299 0.065
C -2.703 -0.210 -0.104
C -2.095 1.075 0.006
C -0.902 1.429 -0.156
C 0.096 0.394 -0.228
H 2.149 2.224 1.146
H 1.544 2.601 -0.571
H 3.142 -2.172 -0.032
H 0.773 -3.061 0.258
H -1.943 -2.338 0.129
H -3.660 -0.611 -0.016
H -2.724 1.922 0.087
H -0.714 2.448 -0.045
```

Results
* structure (SMILES): Nc1nccc2ccccc12
* HOMO: -0.319 Ha
* energy relative to the best compared isomer or geometry (same formula, charge and spin): 99.6 kcal/mol
* E: -457.11987 Eh
* HOMO-LUMO gap: 9.160 eV
* multiplicity: 1

Entry 7:
Density functional theory data (ωB97M-V with the def2-TZVPD basis set) for a 2-piece molecular cluster, C5H13NO overall.

```
20
C5H13NO ωB97M-V with the def2-TZVPD basis set
C 1.967 -1.248 0.214
C 1.834 0.151 -0.370
C 1.196 1.176 0.559
C 0.254 0.700 1.430
N -1.033 1.373 1.690
C -1.770 1.962 0.558
H 1.113 -1.854 0.111
H 2.794 -1.876 -0.175
H 2.283 -1.194 1.270
H 1.258 0.047 -1.389
H 2.710 0.550 -0.743
H 1.254 2.206 0.302
H 0.162 -0.278 1.923
H -1.505 0.774 2.336
H -1.998 3.134 0.708
H -2.755 1.602 0.168
H -1.195 1.758 -0.278
O -1.990 -3.228 -3.020
H -2.516 -3.493 -2.241
H -2.063 -2.263 -3.054
```

Results
* structure (SMILES): CC/C=C/NC.O
* HOMO: -0.287 Ha
* energy relative to the best compared isomer or geometry (same formula, charge and spin): 74.2 kcal/mol
* E: -328.20057 Eh
* HOMO-LUMO gap: 8.303 eV
* multiplicity: 1

Entry 8:
Density functional theory data (ωB97M-V with the def2-TZVPD basis set) for C25H18FHgOP as an isolated structure.

```
47
C25H18FHgOP ωB97M-V with the def2-TZVPD basis set
Hg -0.011 0.000 -0.471
O 2.779 0.000 -1.321
C 2.083 0.000 -0.279
C 2.655 0.000 1.046
C 4.091 0.000 1.096
C 4.791 0.000 2.269
C 4.124 0.000 3.511
C 2.741 0.000 3.500
C 1.995 0.000 2.324
P 0.182 0.000 2.472
C -0.099 1.533 3.440
C -0.045 2.669 2.622
C -0.198 3.941 3.140
C -0.431 4.117 4.498
C -0.498 3.006 5.321
C -0.330 1.728 4.799
C -0.098 -1.533 3.440
C -0.332 -1.728 4.798
C -0.500 -3.006 5.320
C -0.430 -4.118 4.498
C -0.195 -3.942 3.140
C -0.042 -2.669 2.622
H 4.603 0.000 0.143
H 5.876 0.000 2.241
H 4.671 0.000 4.445
H 2.210 0.000 4.449
H 0.134 2.543 1.558
H -0.142 4.799 2.481
H -0.558 5.111 4.909
H -0.676 3.127 6.383
H -0.379 0.894 5.479
H -0.384 -0.895 5.479
H -0.680 -3.127 6.381
H -0.556 -5.111 4.908
H -0.137 -4.800 2.481
H 0.139 -2.543 1.559
F -6.283 0.000 -0.772
C -4.921 0.000 -0.767
C -4.255 -1.205 -0.764
C -2.863 -1.189 -0.761
C -2.129 0.000 -0.760
C -2.863 1.189 -0.762
C -4.254 1.206 -0.764
H -4.816 -2.131 -0.760
H -2.348 -2.144 -0.753
H -2.348 2.144 -0.754
H -4.816 2.131 -0.761
```

Results
* HOMO (alpha / beta): -0.058 / -0.138 Ha
* <S²>: 0.77
* net charge: -1
* E: -1633.32443 Eh
* HOMO-LUMO gap (alpha / beta): 4.394 / 6.582 eV
* multiplicity: 2

Entry 9:
Density functional theory data (ωB97M-V with the def2-TZVPD basis set) for an isolated ion of composition C14H17BF5O4S2 and charge -1.

```
43
C14H17BF5O4S2 ωB97M-V with the def2-TZVPD basis set
O -2.794 -2.177 0.302
C -1.532 -2.578 -0.020
O -1.338 -3.009 -1.415
C -0.438 -2.583 1.184
C 0.254 -1.182 1.588
B 0.260 0.032 0.503
C -1.210 0.755 0.441
C -2.005 0.678 -0.979
C -3.619 1.091 -0.834
S -4.749 0.006 -1.888
C 0.971 -0.277 -0.944
C 1.618 -1.740 -1.407
C 2.369 -1.979 -2.880
C 2.519 -0.757 -3.978
C 1.891 0.701 -3.549
C 1.164 0.921 -2.097
S 1.405 1.367 1.285
O 1.241 2.757 0.625
O 2.860 0.884 0.908
C 1.342 1.393 3.154
F 2.151 0.256 3.687
F -0.029 1.476 3.732
C 2.127 2.770 3.671
F 1.124 3.890 3.543
F 2.656 2.647 5.056
F 3.272 3.155 2.808
H -2.263 -3.018 -1.840
H -0.999 -2.999 2.153
H 0.373 -3.424 0.936
H -0.278 -0.799 2.586
H 1.393 -1.410 1.864
H -1.215 1.895 0.778
H -1.893 0.200 1.248
H -1.872 -0.310 -1.591
H -1.550 1.542 -1.668
H -3.954 1.152 0.290
H -3.754 2.196 -1.265
H -5.674 -0.549 -0.978
H 1.602 -2.665 -0.695
H 2.808 -3.044 -3.150
H 3.069 -0.882 -5.012
H 1.962 1.623 -4.299
H 0.735 1.996 -1.851
```

Results
* HOMO: -0.196 Ha
* net charge: -1
* E: -2164.76983 Eh
* HOMO-LUMO gap: 7.956 eV
* multiplicity: 1

Entry 10:
Density functional theory data (ωB97M-V with the def2-TZVPD basis set) for CH3I2NO as an isolated structure.

```
8
CH3I2NO ωB97M-V with the def2-TZVPD basis set
C -0.050 -0.781 1.000
N 0.166 1.724 -1.034
O 0.739 0.304 0.816
I 1.842 1.475 -2.176
I -1.407 0.673 -1.316
H -0.764 -0.638 0.146
H -0.679 -0.944 1.910
H 0.153 -1.814 0.654
```

Results
* HOMO (alpha / beta): -0.332 / -0.333 Ha
* energy relative to the best compared isomer or geometry (same formula, charge and spin): 73.2 kcal/mol
* E: -765.04733 Eh
* HOMO-LUMO gap (alpha / beta): 6.919 / 6.927 eV
* multiplicity: 1

Entry 11:
Density functional theory data (ωB97M-V with the def2-TZVPD basis set) for a 6-piece molecular cluster, C36H42F6N9O12S6 overall.

```
111
C36H42F6N9O12S6 ωB97M-V with the def2-TZVPD basis set
C -22.137 -18.573 -29.565
N -20.936 -18.816 -28.730
C -20.963 -19.959 -27.896
C -19.817 -20.316 -27.194
C -18.664 -19.569 -27.350
C -18.647 -18.535 -28.348
C -19.843 -18.098 -29.009
C -17.524 -20.027 -26.548
C -17.606 -20.160 -25.138
C -16.594 -20.766 -24.405
N -15.411 -21.056 -25.007
C -15.358 -21.010 -26.381
C -16.335 -20.427 -27.172
C -14.285 -21.614 -24.259
H -22.240 -19.388 -30.282
H -22.002 -17.773 -30.292
H -23.024 -18.524 -28.933
H -21.883 -20.518 -27.811
H -19.929 -21.222 -26.618
H -17.657 -18.111 -28.435
H -19.911 -17.271 -29.700
H -18.532 -19.828 -24.694
H -16.620 -20.994 -23.350
H -14.407 -21.371 -26.743
H -16.106 -20.448 -28.227
H -13.935 -22.531 -24.733
H -14.587 -21.913 -23.255
H -13.466 -20.896 -24.274
C -26.221 -14.614 -25.934
N -27.251 -15.121 -26.859
C -26.991 -15.294 -28.214
C -28.080 -15.752 -29.058
C -29.356 -15.877 -28.532
C -29.573 -15.536 -27.200
C -28.522 -15.192 -26.365
C -30.487 -16.531 -29.228
C -30.421 -17.791 -29.885
C -31.525 -18.241 -30.526
N -32.705 -17.535 -30.504
C -32.838 -16.443 -29.852
C -31.743 -15.906 -29.134
C -33.810 -17.963 -31.381
H -26.193 -15.397 -25.176
H -26.456 -13.636 -25.517
H -25.237 -14.683 -26.400
H -25.975 -15.073 -28.503
H -27.827 -16.000 -30.078
H -30.560 -15.637 -26.775
H -28.566 -14.940 -25.316
H -29.474 -18.301 -29.979
H -31.534 -19.106 -31.172
H -33.856 -16.087 -29.812
H -31.847 -14.992 -28.569
H -33.543 -18.633 -32.198
H -34.261 -17.036 -31.737
H -34.600 -18.432 -30.795
C -29.405 -21.481 -28.728
N -30.065 -21.424 -27.412
C -30.654 -20.308 -26.920
C -31.361 -20.364 -25.717
C -31.491 -21.522 -24.943
C -30.839 -22.631 -25.460
C -30.092 -22.597 -26.659
C -32.168 -21.555 -23.700
C -31.643 -22.220 -22.556
C -32.401 -22.429 -21.436
N -33.722 -22.087 -21.377
C -34.263 -21.390 -22.375
C -33.549 -21.144 -23.601
C -34.467 -22.400 -20.156
H -28.344 -21.730 -28.684
H -29.418 -20.468 -29.130
H -30.094 -22.076 -29.328
H -30.691 -19.460 -27.587
H -31.794 -19.440 -25.363
H -30.873 -23.466 -24.776
H -29.464 -23.377 -27.063
H -30.619 -22.539 -22.430
H -31.913 -22.968 -20.637
H -35.266 -21.005 -22.263
H -34.059 -20.660 -24.420
H -35.497 -22.070 -20.294
H -33.957 -21.867 -19.354
H -34.476 -23.477 -19.992
N -24.112 -19.982 -34.724
S -22.543 -19.466 -34.599
O -21.504 -20.498 -34.508
O -22.310 -18.200 -33.905
F -22.535 -18.955 -36.080
S -24.159 -20.525 -33.317
O -24.185 -19.545 -32.178
O -23.748 -21.895 -33.106
F -25.727 -20.794 -33.397
N -27.542 -18.927 -28.903
S -27.092 -18.978 -27.273
O -26.152 -17.945 -26.766
O -27.247 -20.264 -26.587
F -28.496 -18.289 -26.895
S -26.231 -19.078 -29.404
O -25.586 -20.328 -29.224
O -25.378 -17.864 -29.588
F -26.763 -19.280 -30.948
N -23.317 -19.783 -23.375
S -24.253 -19.205 -24.352
O -24.399 -19.868 -25.633
O -24.372 -17.771 -24.281
F -25.634 -19.464 -23.577
S -21.938 -19.741 -24.324
O -21.352 -18.498 -24.775
O -21.777 -20.967 -25.154
F -20.902 -20.032 -23.125
```

Results
* HOMO (alpha / beta): -0.355 / -0.396 Ha
* <S²>: 0.77
* net charge: +2
* E: -5780.11137 Eh
* HOMO-LUMO gap (alpha / beta): 3.310 / 4.435 eV
* multiplicity: 2

Entry 12:
Density functional theory data (ωB97M-V with the def2-TZVPD basis set) for a 2-piece molecular cluster, C9H14 overall.

```
23
C9H14 ωB97M-V with the def2-TZVPD basis set
C -1.357 -3.254 -0.110
C -0.424 -2.051 -0.281
C 0.876 -2.323 0.071
C 1.742 -1.253 0.128
C 1.235 0.022 -0.193
C 0.013 0.244 -0.762
C -0.871 -0.830 -0.795
H -2.463 -3.014 0.121
H -1.185 -3.799 0.809
H -1.345 -3.828 -1.010
H 1.245 -3.343 0.233
H 2.828 -1.181 0.331
H 1.923 0.877 -0.168
H -0.130 1.251 -1.300
H -1.804 -0.636 -1.396
C -0.022 3.611 1.396
C -0.636 4.246 0.148
H 0.116 4.256 2.147
H -0.844 2.968 1.685
H 0.974 2.954 1.402
H 0.086 4.800 -0.399
H -1.576 4.757 0.326
H -1.162 3.466 -0.390
```

Results
* structure (SMILES): Cc1ccccc1.CC
* HOMO: -0.329 Ha
* energy relative to the best compared isomer or geometry (same formula, charge and spin): 43.0 kcal/mol
* E: -351.26171 Eh
* HOMO-LUMO gap: 9.967 eV
* multiplicity: 1